# C4H6N2O

A single C4H6N2O molecule (ωB97M-V/def2-TZVPD, OMol25).

Structure (XYZ):
```
13
Properties=species:S:1:pos:R:3
O 1.362 2.104 0.813
C 0.860 1.159 0.257
N 1.488 -0.016 -0.131
C 0.503 -1.085 -0.176
C -0.694 -0.282 -0.676
C -1.575 0.334 0.343
N -0.476 1.092 -0.257
H 2.444 -0.172 0.147
H 0.328 -1.507 0.826
H 0.772 -1.899 -0.851
H -0.944 -0.395 -1.725
H -2.560 0.703 0.064
H -1.508 -0.036 1.365
```

The net charge is 0. As for the spin multiplicity: 1. The HOMO energy is -0.355 Eh. As for the SMILES: O=C1NC[C@H]2CN12.